Density functional theory data (ωB97M-V/def2-TZVPD) for C18H24BBr2InN9 as an isolated structure.

HOMO level   -0.447 Ha
HOMO-LUMO gap   8.7814 eV
Net charge   +1
Energy   -6556.04173 a.u.

Atoms and positions in Å:
In  -1.1892  -0.2077  0.5939
C  -2.2371  -3.2855  -1.1745
C  -0.8964  -2.6976  -1.4711
C  0.0841  -3.1277  -2.3606
C  1.1408  -2.2372  -2.2345
C  2.4424  -2.2249  -2.9648
N  0.8015  -1.3215  -1.3139
N  -0.4487  -1.6054  -0.8408
B  1.5874  -0.0889  -0.7952
N  0.8040  1.2177  -1.0940
N  -0.3592  1.5006  -0.4289
C  -0.7751  2.7102  -0.8245
C  -2.0383  3.3289  -0.3252
C  0.1445  3.2219  -1.7353
C  1.1240  2.2515  -1.8857
C  2.3430  2.2803  -2.7470
N  1.7783  -0.2077  0.7418
N  0.7472  -0.4205  1.6306
C  1.2979  -0.5215  2.8523
C  0.5514  -0.7648  4.1222
C  2.6771  -0.3773  2.7448
C  2.9455  -0.1795  1.4033
C  4.2702  0.0358  0.7485
H  -2.6202  -3.8066  -2.0492
H  -2.1666  -4.0125  -0.3629
H  -2.9511  -2.5130  -0.8900
H  0.0365  -3.9789  -3.0205
H  2.4916  -3.0843  -3.6291
H  2.5498  -1.3206  -3.5650
H  3.2859  -2.2718  -2.2756
H  2.6515  -0.0470  -1.3284
H  -2.2561  3.0268  0.6995
H  -1.9627  4.4133  -0.3522
H  -2.8820  3.0531  -0.9577
H  0.1025  4.1789  -2.2302
H  2.3563  3.2027  -3.3218
H  3.2539  2.2347  -2.1485
H  2.3571  1.4403  -3.4419
H  -0.2883  -1.4386  3.9808
H  1.2284  -1.2181  4.8438
H  0.1888  0.1677  4.5516
H  3.3933  -0.4204  3.5499
H  5.0456  0.0543  1.5103
H  4.5017  -0.7599  0.0396
H  4.2944  0.9826  0.2078
Br  -2.3274  0.9439  3.1988
C  -3.3045  -0.7132  3.4055
Br  -2.4497  -2.1964  2.5015
H  -4.2870  -0.5791  2.9754
H  -3.3375  -0.9453  4.4600
N  -3.2096  -0.0903  0.1667
C  -4.0775  0.7156  0.3037
N  -5.0578  1.4240  0.5300
C  -5.4875  2.6136  0.1490
N  -5.8673  3.6651  -0.1420


Density functional theory data (ωB97M-V/def2-TZVPD) for a 2-piece molecular cluster, C5H14 overall in a non-equilibrium geometry.

ΔE to the lowest compared entry with this formula, charge and spin   10.9 kcal per mole
Expectation value of S²   0.750
HOMO level (spin up / spin down)   0.057 / -0.280 Ha
2S+1   2
HOMO-LUMO gap (spin up / spin down)   2.7189 / 12.0850 eV
Net charge   -1
Energy   -198.81509 a.u.

Atoms and positions in Å:
C  -0.6386  1.7976  -0.5006
C  -0.2738  2.1181  -1.9523
H  -0.7600  0.7286  -0.3387
H  0.1671  1.9703  0.2210
H  -1.5354  2.2901  -0.1339
H  -0.6590  3.0915  -2.2581
H  -0.7182  1.3696  -2.5988
H  0.8068  2.0857  -2.0578
C  0.8382  -1.5977  1.1663
C  -0.3259  -0.8793  1.8720
C  0.6908  -1.7194  -0.3668
H  0.7859  -2.6381  1.4922
H  1.7425  -1.1081  1.5220
H  -1.3159  -1.0391  1.4383
H  -0.3783  -1.3123  2.8580
H  0.8787  -2.7416  -0.7120
H  1.2782  -0.9893  -0.9147
H  -0.2478  0.2063  1.8766
H  -0.3354  -1.6330  -0.6129


Density functional theory data (ωB97M-V/def2-TZVPD) for one molecule with the formula C4H7NO3 in a non-equilibrium geometry.

ΔE to the lowest compared entry with this formula, charge and spin   163.1 kcal per mole
HOMO level   -0.313 Ha
HOMO-LUMO gap   5.0545 eV
Energy   -436.88347 a.u.

Atoms and positions in Å:
O  2.5481  0.1868  0.6463
C  2.0334  0.5330  -0.4082
C  0.4154  0.8390  -0.4363
C  -0.3079  0.5958  0.8193
C  -1.6589  -0.2380  0.4887
O  -2.3338  0.1990  -0.5043
O  -1.2138  -1.6139  0.3055
N  0.8790  -0.2978  -1.1075
H  2.6573  1.0132  -1.1625
H  0.0718  1.6231  -1.0967
H  -0.5618  1.5534  1.2712
H  0.3010  0.0121  1.4970
H  -2.2018  -0.2621  1.4513
H  0.7773  -1.1420  -0.5448
H  -1.7104  -1.8748  -0.4916


Density functional theory data (ωB97M-V/def2-TZVPD) for C29H32FN4O5Pt as an isolated structure.

ΔE to the lowest compared entry with this formula, charge and spin   12.7 kcal per mole
Expectation value of S²   2.006
HOMO level (spin up / spin down)   -0.352 / -0.371 Ha
2S+1   3
HOMO-LUMO gap (spin up / spin down)   6.4323 / 6.9417 eV
Net charge   +1
Energy   -1938.31468 a.u.

Atoms and positions in Å:
Pt  0.6508  0.0429  0.6794
C  -6.9387  0.7267  0.1017
C  -5.7568  0.5520  -0.8388
N  -4.4719  0.8092  -0.1797
C  -3.7459  -0.2369  0.2691
C  -2.5433  -0.1566  0.8997
C  -1.9134  -1.4986  1.2279
O  -2.6657  -2.4514  1.3522
O  -0.6283  -1.5697  1.2825
C  -2.0139  1.1310  1.2125
O  -0.9179  1.3539  1.7676
C  -2.8217  2.2718  0.7587
C  -2.3207  3.5603  0.9501
C  -2.9799  4.6336  0.4261
F  -2.4401  5.8644  0.5550
C  -4.1761  4.4884  -0.2868
C  -4.6901  3.2169  -0.4500
C  -4.0120  2.0943  0.0427
N  -4.8646  5.5791  -0.8900
C  -4.7955  5.6884  -2.3429
C  -6.1736  6.1466  -2.8373
N  -6.8396  6.8890  -1.7027
C  -5.8596  7.7822  -0.9975
C  -4.8403  6.8944  -0.2629
H  -7.8716  0.5286  -0.4272
H  -6.9806  1.7365  0.5132
H  -6.8653  0.0275  0.9348
H  -5.8354  1.1970  -1.7146
H  -5.7179  -0.4689  -1.2124
H  -4.1579  -1.2220  0.0858
H  -1.3782  3.6846  1.4668
H  -5.6290  3.1125  -0.9755
H  -4.5508  4.7256  -2.7828
H  -4.0180  6.3962  -2.6560
H  -6.8215  5.3090  -3.0860
H  -6.1170  6.8226  -3.6878
H  -7.1677  6.1934  -1.0309
H  -7.6439  7.4151  -2.0396
H  -6.4048  8.4334  -0.3196
H  -5.3959  8.3915  -1.7705
H  -5.1084  6.7857  0.7876
H  -3.8680  7.3898  -0.3124
C  1.0404  -1.1846  3.6224
O  1.7603  -0.5094  2.5823
C  2.9879  -1.1573  2.2257
C  2.7647  -2.2325  1.1869
O  2.2984  -1.5813  0.0140
C  1.8708  -2.4852  -1.0050
H  1.6984  -1.2894  4.4859
H  0.6743  -2.1542  3.2855
H  0.1937  -0.5522  3.8719
H  3.4546  -1.5722  3.1202
H  3.6321  -0.3810  1.8142
H  2.0250  -2.9677  1.5231
H  3.7070  -2.7484  0.9773
H  2.7232  -3.0604  -1.3729
H  1.4550  -1.8791  -1.8055
H  1.1019  -3.1574  -0.6176
N  -4.4771  3.9150  -6.8897
C  -3.8024  3.4066  -6.1090
C  -2.9616  2.8057  -5.1108
C  -3.5449  2.1181  -4.0471
C  -2.7473  1.5778  -3.0589
C  -1.3525  1.7048  -3.1104
C  -0.7793  2.3760  -4.1954
C  -1.5744  2.9236  -5.1862
C  -0.5689  1.1874  -2.0344
C  -0.1121  0.7386  -1.0042
H  -4.6221  2.0126  -4.0076
H  -3.1899  1.0438  -2.2265
H  0.2961  2.4759  -4.2430
H  -1.1277  3.4520  -6.0175


Density functional theory data (ωB97M-V/def2-TZVPD) for one molecule with the formula C2H2ClNO in a non-equilibrium geometry.

ΔE to the lowest compared entry with this formula, charge and spin   73.2 kcal per mole
SMILES   [H]/N=C(\Cl)C=O
HOMO level   -0.337 Ha
HOMO-LUMO gap   9.7667 eV
Energy   -667.44856 a.u.

Atoms and positions in Å:
H  -1.5914  1.5257  -0.8337
N  -0.9319  0.7707  -0.6749
C  0.1859  0.6058  -0.2109
Cl  1.5792  1.1183  0.4789
C  0.3927  -0.9709  0.1419
O  0.0506  -0.8298  1.3465
H  0.3149  -2.2198  -0.2480